Record 1
Computed, not measured: C9H11NO2 in the gas phase at a distorted geometry, with ωB97M-V/def2-TZVPD.

Computed properties:
- Energy above the lowest of the compared OMol25 structures with the same formula, charge and spin: 50.7 kcal/mol
- Max |F|: 2.94 eV/Å
- Net charge: 0
- Kohn-Sham gap: 7.667 eV

The geometry in XYZ format:
```
23
C9H11NO2 | the Open Molecules 2025 dataset | ωB97M-V/def2-TZVPD
C 0.12098 -2.16494 -4.27068
O -0.46291 -1.22716 -3.31411
C -0.34672 -1.50395 -1.98508
O 0.35172 -2.38019 -1.50759
C -1.07087 -0.64748 -1.10723
C -0.54051 0.01379 0.01119
C -1.43486 0.83672 0.80077
C -1.04535 1.44680 1.98097
N 0.28345 1.25525 2.41107
C 0.83636 2.08571 3.53271
C 1.19486 0.49227 1.66448
C 0.82104 -0.11693 0.47855
H 1.19959 -2.23427 -4.16994
H -0.32814 -3.17288 -4.05963
H -0.16836 -1.84157 -5.30448
H -2.06159 -0.41083 -1.45734
H -2.42980 0.90132 0.43315
H -1.79718 2.01472 2.52873
H 1.83055 1.68706 3.79507
H 0.26387 2.04792 4.44196
H 0.96351 3.14264 3.25316
H 2.23466 0.38549 1.95441
H 1.58568 -0.60946 -0.11014
```

---

Record 2
Computed, not measured: 2 unconnected molecules or ions with the total composition C9H11NO3 at a distorted geometry, with ωB97M-V/def2-TZVPD.

Computed properties:
- Energy above the lowest of the compared OMol25 structures with the same formula, charge and spin: 101.1 kcal/mol
- Max |F|: 4.60 eV/Å
- Net charge: 0
- Kohn-Sham gap: 8.961 eV

The geometry in XYZ format:
```
24
C9H11NO3 | the Open Molecules 2025 dataset | ωB97M-V/def2-TZVPD
C 1.15677 -1.50202 0.55588
C 0.02842 -0.53727 0.41922
C -0.15562 0.75407 0.74137
O 0.30921 1.44667 1.89502
C -1.28578 1.27006 -0.08334
O -1.69879 2.41601 0.02241
C -1.74118 0.06220 -0.82126
C -3.13644 -0.44799 -0.23675
O -0.78776 -0.88513 -0.66344
H 1.49519 -1.60907 1.49671
H 1.91775 -1.17178 -0.21931
H 0.73891 -2.57414 0.30395
H 0.40015 2.24972 1.47591
H -1.93274 0.20270 -1.94663
H -2.95575 -0.56588 0.82088
H -3.15628 -1.42789 -0.77069
H -3.93434 0.25839 -0.51775
C 2.31452 2.78865 -0.24167
C 1.33201 2.21734 -0.98907
C 1.65873 1.46178 -2.24026
N 1.66882 1.10501 -3.32929
H 3.36789 2.54518 -0.26967
H 2.00605 3.46500 0.59507
H 0.33210 2.51898 -1.07175
```

---

Record 3
Computed, not measured: a molecular structure, C9H11NO3 at a distorted geometry, with ωB97M-V/def2-TZVPD.

Computed properties:
- Energy above the lowest of the compared OMol25 structures with the same formula, charge and spin: 161.4 kcal/mol
- Max |F|: 7.34 eV/Å
- Net charge: 0
- Kohn-Sham gap: 8.174 eV

The geometry in XYZ format:
```
24
C9H11NO3 | the Open Molecules 2025 dataset | ωB97M-V/def2-TZVPD
C -2.00003 -0.03619 -0.48055
C -3.40387 -0.38862 0.06438
C -1.04019 -0.76445 0.51535
C 0.47809 -0.38744 0.43934
C 1.19220 -1.39198 -0.38870
C 1.09741 0.68899 1.02333
C 2.63143 -1.26861 -0.61563
C 2.43703 0.99837 0.70374
C 3.20029 -0.16593 0.06135
H -1.54094 1.88273 -1.87204
H -1.63158 1.75969 0.12210
H -1.89191 -0.52131 -1.37015
H -1.29302 -0.62394 1.61370
H -1.16417 -1.95924 0.29830
H 0.54378 -1.98975 -1.13337
H 0.52560 1.56511 1.55942
H 3.21781 -2.01471 -1.25365
H 3.11556 1.93535 1.11783
H 4.74320 0.65364 0.85989
H -3.79054 1.28087 -0.78131
N -1.97000 1.40133 -0.71285
O -3.73684 -1.25081 0.93421
O 4.46962 0.13616 -0.34347
O -4.18893 0.46071 -0.36123
```

---

Record 4
Computed, not measured: 2 unconnected molecules or ions with the total composition C9H11NO4S at a distorted geometry, with ωB97M-V/def2-TZVPD.

Computed properties:
- Energy above the lowest of the compared OMol25 structures with the same formula, charge and spin: 97.0 kcal/mol
- Max |F|: 5.25 eV/Å
- Net charge: 0
- Kohn-Sham gap: 9.770 eV

The geometry in XYZ format:
```
26
C9H11NO4S | the Open Molecules 2025 dataset | ωB97M-V/def2-TZVPD
C 0.51638 2.33184 -3.31738
C -0.06461 1.04708 -3.46584
C 0.30517 2.98675 -2.01321
C -0.46512 0.32811 -2.41126
C -0.13164 2.20801 -1.00059
C -0.59972 0.90541 -1.13830
C -2.64719 -2.52551 3.01544
C 1.90844 -1.91123 1.99134
C -0.36630 -1.98147 2.47189
N -1.58190 -2.29861 2.28110
O -2.73328 -3.21544 3.98092
O -0.12503 0.44316 1.36436
O -2.48626 0.56909 0.60894
O 0.58505 -2.28054 1.67612
S -0.98396 -0.11596 0.36447
H 1.07519 2.69837 -4.10554
H -0.10051 0.62359 -4.40205
H 0.41959 4.03860 -1.81465
H -0.77276 -0.72517 -2.47993
H -0.06707 2.56173 0.02923
H -3.64238 -2.39987 2.41076
H 2.53903 -1.52562 1.12914
H 2.61736 -2.70169 2.47139
H 2.07033 -1.13046 2.66617
H -0.02447 -1.42348 3.44083
H -3.22001 0.16315 0.04865
```